Record 1
# C28H56Br6NiO12S5

A molecular structure, C28H56Br6NiO12S5 (wB97M-V/def2-TZVPD, the OMol25 dataset).

Element x y z (Å)
Br1 -16.58229 -23.68690 -28.50329
Br2 -19.85441 -23.07079 -32.32126
Br3 -19.22462 -26.09530 -29.47528
Br4 -20.80618 -19.95939 -33.48593
Br5 -19.96897 -13.69763 -24.74381
Br6 -23.25081 -14.51315 -25.94760
Ni1 -17.95479 -17.66227 -29.16752
S1 -19.46317 -14.97003 -30.44062
S2 -23.98104 -17.62852 -29.66957
S3 -21.42939 -21.91292 -25.16609
S4 -15.86093 -19.12165 -31.51872
S5 -15.74364 -19.01310 -26.83432
O1 -18.82388 -19.45465 -29.53020
O2 -22.62965 -21.11462 -25.13030
O3 -18.49561 -13.96019 -30.75709
O4 -25.32133 -17.50222 -30.17192
O5 -16.40904 -18.22396 -30.51397
O6 -19.15312 -17.37981 -27.50500
O7 -16.47659 -18.26802 -27.82524
O8 -19.11472 -16.38496 -30.42144
O9 -14.59456 -18.77666 -32.13143
O10 -14.36485 -18.78116 -26.54603
O11 -20.75185 -21.98380 -26.46930
O12 -23.02804 -16.59188 -30.01745
C1 -19.77481 -20.18229 -31.81700
C2 -24.04171 -18.01350 -27.91460
C3 -16.46171 -20.11469 -24.58267
C4 -16.78890 -21.61651 -31.40223
C5 -16.62714 -18.74318 -25.21321
C6 -20.22234 -21.45135 -31.16805
C7 -23.84392 -20.22277 -29.07883
C8 -23.73114 -19.51284 -27.72862
C9 -20.39300 -14.60875 -28.90609
C10 -20.14455 -18.37533 -27.78069
C11 -18.53214 -23.46586 -28.41606
C12 -20.67055 -15.45289 -25.08311
C13 -17.09716 -19.62634 -32.76834
C14 -17.01741 -21.15111 -32.83822
C15 -21.71411 -23.61972 -24.43516
C16 -19.23258 -24.72408 -28.07759
C17 -16.83027 -21.14496 -25.65870
C18 -22.16135 -15.57744 -24.71368
C19 -16.05263 -20.83276 -26.92862
C20 -21.30614 -13.43905 -29.31669
C21 -21.84507 -13.77314 -30.73710
C22 -20.78665 -23.63046 -23.21147
C23 -20.93721 -14.67630 -31.53647
C24 -15.66026 -20.75993 -30.81624
C25 -23.34746 -19.24499 -30.17343
C26 -20.32285 -21.29515 -23.91733
C27 -19.68996 -19.67744 -28.44925
C28 -20.58988 -22.19368 -22.72256
H1 -20.88091 -18.57266 -26.98467
H2 -16.68166 -21.05752 -27.78366
H3 -21.41598 -15.64113 -31.70023
H4 -20.23193 -16.10603 -24.32989
H5 -23.78708 -19.48544 -31.13897
H6 -19.61362 -21.77755 -30.32962
H7 -14.69756 -21.09271 -31.19951
H8 -23.27507 -21.14191 -29.21569
H9 -15.43444 -20.20515 -24.23709
H10 -19.68144 -14.41071 -28.10207
H11 -20.23631 -24.54691 -27.68350
H12 -16.21172 -21.49406 -33.49309
H13 -19.33529 -21.56597 -24.29759
H14 -22.29380 -15.27340 -23.67717
H15 -22.06318 -12.84422 -31.26369
H16 -20.51380 -15.70846 -26.12492
H17 -24.38175 -19.92044 -26.96276
H18 -17.91619 -21.52725 -33.33017
H19 -20.87568 -15.52363 -28.56077
H20 -22.25823 -19.25888 -30.18109
H21 -16.74038 -19.17327 -33.69191
H22 -16.65363 -22.68112 -31.23216
H23 -15.75625 -20.69918 -29.73646
H24 -20.48189 -20.26375 -23.62305
H25 -21.28331 -21.55731 -30.96543
H26 -21.56339 -21.91755 -22.29912
H27 -19.23743 -20.30496 -27.65765
H28 -22.43025 -16.63206 -24.76164
H29 -20.82234 -12.46350 -29.26827
H30 -17.21636 -20.22239 -23.80060
H31 -17.60506 -18.33083 -25.46774
H32 -21.20132 -24.24012 -22.40441
H33 -16.66773 -22.11296 -25.17507
H34 -25.03910 -17.75758 -27.56496
H35 -20.64618 -14.27116 -32.50252
H36 -20.77925 -17.81376 -28.49321
H37 -23.29144 -17.35265 -27.48088
H38 -22.74899 -23.89839 -24.27334
H39 -22.23317 -13.28312 -28.76626
H40 -18.04358 -19.22858 -32.40438
H41 -24.84416 -20.41320 -29.48185
H42 -19.86557 -24.18661 -23.40155
H43 -18.82776 -25.16184 -27.16028
H44 -21.24370 -24.26816 -25.17289
H45 -16.00123 -17.94922 -24.80655
H46 -18.79298 -23.09400 -29.40306
H47 -17.71522 -21.34566 -30.87934
H48 -18.71753 -20.30750 -32.06012
H49 -19.73128 -19.33602 -31.13408
H50 -22.79065 -14.27898 -30.54971
H51 -17.90675 -21.17869 -25.84622
H52 -22.66493 -19.63586 -27.53548
H53 -18.60022 -22.68706 -27.66248
H54 -19.91324 -22.06024 -21.88021
H55 -15.06291 -21.28221 -26.95518
H56 -20.52663 -20.31276 -28.78226

Atoms 1-3, force components in eV/Å:
Br 0.067 -0.563 -0.115
Br -0.338 0.250 0.190
Br -0.069 0.578 0.512

Calculated values
gap between HOMO and LUMO (alpha / beta) = 7.8 / 7.7 eV
ΔE to the lowest compared entry with this formula, charge and spin = 224.42 kJ/mol
HOMO level (alpha / beta) = -8.02 / -7.93 eV
F_max = 3.32 eV Å⁻¹
multiplicity = 3

Record 2
# C41H47CdN10O8P

A molecular structure, C41H47CdN10O8P (wB97M-V/def2-TZVPD, the OMol25 dataset).

Element x y z (Å)
Cd1 0.32861 -0.32692 -0.16916
P1 3.22377 1.24727 -1.27975
O1 0.95669 -2.48336 -3.10614
O2 -2.63969 -1.66748 -0.47247
O3 1.51402 -2.07911 5.97893
O4 0.52474 -3.77585 3.78377
O5 1.78107 0.67839 4.94046
O6 1.13367 0.55846 2.04263
O7 -5.16185 4.87182 0.10252
O8 0.57974 -2.09872 1.31481
N1 1.78892 0.74482 -1.26152
N2 -0.64850 -1.80310 -1.59842
N3 -1.25344 3.72124 -3.48144
N4 -1.35348 0.93842 0.95222
N5 -1.96796 1.39090 3.05539
N6 -1.41485 2.47790 2.47612
N7 -2.55688 4.05723 -5.28530
N8 -6.59635 6.01431 1.32018
N9 -7.19617 5.71110 0.10432
N10 -3.18677 3.26144 -4.39207
C1 -4.51969 2.79526 -4.70797
C2 3.74861 1.54782 -3.10434
C3 3.47245 2.57332 1.15955
C4 -3.82183 6.06846 4.58324
C5 3.91039 -0.48257 0.81035
C6 -5.62708 3.32892 -3.82909
C7 5.23479 1.76193 -3.40506
C8 4.71167 3.73334 -0.65683
C9 2.20684 3.74678 -0.58350
C10 -1.41016 4.30149 -4.69262
C11 4.47747 0.03324 -0.51932
C12 -6.49217 4.43489 -1.88632
C13 -1.27036 -3.40760 -3.24321
C14 -1.05627 2.18976 1.22153
C15 -0.16931 -2.52021 -2.65128
C16 3.46627 2.90231 -0.34055
C17 -5.40869 5.49143 1.27461
C18 -7.79141 4.34932 -2.38617
C19 -1.91158 0.49295 2.10237
C20 2.97655 2.78446 -3.59146
C21 -8.00718 3.71813 -3.59808
C22 -5.41621 3.93694 -2.61013
C23 0.84025 -2.59323 3.69429
C24 -2.68359 5.27074 4.47736
C25 1.45721 -0.31913 4.29480
C26 -4.70523 6.14951 3.52148
C27 1.30392 -1.71571 4.82988
C28 -4.42105 5.44795 2.34671
C29 1.14531 -0.39217 2.86743
C30 -6.93053 3.20034 -4.30781
C31 3.22542 0.36523 -3.93822
C32 -1.92552 -2.16806 -1.32025
C33 -2.40855 4.56878 3.30776
C34 -6.31617 5.03551 -0.56681
C35 4.54928 -1.18416 -1.45502
C36 -2.38308 3.06922 -3.32978
C37 -3.27392 4.68157 2.23758
C38 -1.19145 3.67539 3.24755
C39 5.89225 0.56537 -0.28137
C40 -2.37352 -3.32829 -2.20950
C41 0.83237 -1.74337 2.49804
H1 3.55687 -1.50364 -1.77311
H2 -2.42129 -4.21787 -1.57784
H3 5.81758 0.85384 -3.26144
H4 5.34343 2.04958 -4.45754
H5 2.86618 -0.77511 0.71307
H6 2.12246 4.49554 0.20940
H7 3.39882 3.71864 -3.22160
H8 -3.37354 -3.14022 -2.60098
H9 2.28990 -0.01590 -3.52930
H10 3.05006 0.69922 -4.96513
H11 -4.03283 6.59592 5.50469
H12 4.47724 -1.36960 1.10678
H13 3.36342 3.50779 1.71895
H14 5.63262 3.17062 -0.51533
H15 4.40736 2.11736 1.48147
H16 5.68154 2.55144 -2.80371
H17 -4.55314 1.70216 -4.73437
H18 -7.09777 2.71573 -5.26134
H19 2.64985 1.91752 1.44845
H20 4.71100 4.13133 -1.67066
H21 -1.56310 -2.96505 -4.19876
H22 -9.01071 3.62969 -3.99079
H23 -8.60735 4.75434 -1.80925
H24 6.52023 -0.26059 0.07093
H25 -3.08702 4.11518 1.33515
H26 3.01679 2.81612 -4.68463
H27 -5.61339 6.72901 3.58680
H28 2.21992 4.27050 -1.53616
H29 1.33303 3.09434 -0.56483
H30 -4.68782 3.15480 -5.72346
H31 -0.87900 -4.40485 -3.44168
H32 3.93347 -0.45907 -3.97999
H33 -0.54416 2.87651 0.57137
H34 5.00962 -2.01219 -0.90887
H35 6.35378 0.96482 -1.18196
H36 -2.64762 2.45077 -2.48956
H37 5.91892 1.33679 0.48492
H38 -2.01188 5.17177 5.32065
H39 -0.93149 3.35444 4.25721
H40 1.93032 2.73044 -3.29047
H41 -0.64434 4.90681 -5.13764
H42 -2.23846 -0.52261 2.22699
H43 -4.41411 4.04670 -2.21788
H44 4.74552 4.58902 0.02777
H45 -0.32331 4.19416 2.83254
H46 5.15862 -0.99564 -2.33739
H47 3.97405 0.24289 1.61933

Atoms 1-3, force components in eV/Å:
Cd 0.666 -0.270 -0.024
P 0.193 -0.053 0.048
O 0.218 0.028 -0.133

Calculated values
gap between HOMO and LUMO = 4.1 eV
ΔE to the lowest compared entry with this formula, charge and spin = 7.77 kJ/mol
HOMO level = -1.22 eV
F_max = 0.73 eV Å⁻¹
total charge = -2

Record 3
# C4H9NO

A molecular structure, C4H9NO (wB97M-V/def2-TZVPD, the OMol25 dataset).

Element x y z (Å)
O1 1.28401 -1.58301 0.06026
N1 -0.43128 -0.10811 -0.04557
C1 2.03515 0.50596 0.10485
C2 -0.99096 1.21398 0.12848
C3 0.86847 -0.37707 0.07336
C4 -1.36164 -1.19005 -0.31267
H1 -1.92925 -1.44453 0.58943
H2 -1.78389 1.18378 0.88514
H3 2.45158 0.57912 1.11160
H4 -2.06141 -0.88271 -1.09709
H5 -0.21259 1.90187 0.45934
H6 2.39413 -0.81897 -0.15524
H7 1.96111 1.50840 -0.35372
H8 -0.80142 -2.06729 -0.63664
H9 -1.42200 1.57864 -0.81155

Atoms 1-3, force components in eV/Å:
O -0.888 -0.424 0.100
N 0.152 -0.035 0.054
C 0.238 -0.496 -0.014

Calculated values
gap between HOMO and LUMO = 9.5 eV
ΔE to the lowest compared entry with this formula, charge and spin = 297.96 kJ/mol
HOMO level = -8.67 eV
F_max = 2.21 eV Å⁻¹